{
  "formula": "C5H10N2O2",
  "method": "the ωB97M-V functional and the def2-TZVPD basis",
  "e_homo_ev": -7.30,
  "smiles": "C=C1CN1[C@@](C)(O)NO",
  "elements": ["C", "C", "C", "N", "C", "C", "O", "N", "O", "H", "H", "H", "H", "H", "H", "H", "H", "H", "H"],
  "coordinates": [[1.1047, -0.6525, -2.1196], [0.1230, -0.2311, -1.2632], [-1.2968, 0.0669, -1.1275], [-0.6288, -0.9237, -0.2264], [0.0545, -0.3740, 0.9342], [-0.8033, 0.0296, 2.1011], [1.0053, -1.2983, 1.3304], [0.8453, 0.7951, 0.2771], [0.2785, 2.1015, 0.3020], [1.4625, 0.0400, -2.8775], [1.2899, -1.7130, -2.2551], [-1.9628, -0.4156, -1.8284], [-1.6353, 1.0167, -0.7328], [-0.8087, 1.0789, 2.4005], [-1.8657, -0.2015, 1.9890], [-0.5312, -0.4872, 3.0266], [1.0371, -1.9468, 0.6018], [1.8143, 0.6207, 0.0231], [0.5175, 2.4943, -0.5556]],
  "forces_ev_per_angstrom": [[-1.09, 0.36, 0.08], [0.74, -1.88, -2.24], [0.50, 1.17, 1.15], [-0.23, -0.78, -0.46], [0.41, 1.47, -0.41], [-1.03, 0.42, 1.33], [-0.03, -0.25, -0.56], [-1.52, -0.14, 0.56], [1.11, -0.51, 0.45], [-0.32, -0.27, -0.19], [0.56, 0.16, 0.60], [0.17, 0.00, -0.11], [-0.13, -0.06, 0.25], [0.42, 0.14, -0.59], [0.15, -0.21, -0.54], [0.39, -0.19, -0.40], [0.17, 0.15, 0.33], [-0.06, 0.73, 0.63], [-0.20, -0.31, 0.13]],
  "nbo_charge": [-0.678, 0.229, -0.294, -0.485, 0.535, -0.674, -0.690, -0.341, -0.555, 0.202, 0.219, 0.232, 0.215, 0.241, 0.231, 0.243, 0.493, 0.405, 0.473]
}

{
  "formula": "C25H45BrN3O7",
  "method": "the ωB97M-V functional and the def2-TZVPD basis",
  "charge": 1,
  "e_homo_ev": -10.66,
  "elements": ["C", "C", "C", "C", "Br", "N", "C", "N", "C", "O", "N", "C", "H", "H", "H", "H", "H", "H", "H", "H", "H", "C", "C", "O", "C", "H", "H", "H", "H", "H", "H", "C", "C", "O", "C", "H", "H", "H", "H", "H", "H", "C", "C", "O", "C", "H", "H", "H", "H", "H", "H", "C", "C", "O", "C", "H", "H", "H", "H", "H", "H", "C", "C", "O", "C", "H", "H", "H", "H", "H", "H", "C", "C", "O", "C", "H", "H", "H", "H", "H", "H"],
  "coordinates": [[-1.2264, -1.6800, 1.0538], [0.1672, -2.4926, 1.2784], [-0.0102, -4.0810, 1.4318], [-0.8955, -5.1176, 0.6693], [-2.1206, -4.7224, -0.8518], [-0.6775, -6.4564, 1.2436], [0.2813, -6.1992, 2.3063], [0.8849, -7.1624, 3.2965], [0.0850, -7.0644, 4.3665], [-0.3658, -6.6358, 5.4623], [0.7491, -4.8071, 2.4623], [1.7598, -4.3652, 3.4668], [-1.8824, -2.0869, 0.2057], [-0.9190, -0.5998, 0.7693], [-1.7977, -1.6463, 2.0484], [0.5880, -2.1117, 2.2975], [0.9666, -2.2452, 0.4698], [-1.0901, -7.3762, 1.0094], [1.3951, -4.6856, 4.5260], [2.8076, -4.8518, 3.3181], [1.9361, -3.2336, 3.5078], [-3.4373, 2.5199, 1.7592], [-2.8517, 1.5617, 2.7613], [-1.9391, 0.8069, 2.4594], [-3.4336, 1.5690, 4.1497], [-2.9209, 2.4041, 0.8026], [-4.4975, 2.3027, 1.6129], [-3.3055, 3.5465, 2.1055], [-4.4939, 1.3094, 4.1091], [-3.3011, 2.5543, 4.6025], [-2.9149, 0.8285, 4.7646], [2.8158, 0.8220, -0.9193], [1.3491, 0.5399, -1.1039], [0.7939, -0.3616, -0.4920], [0.5937, 1.4094, -2.0696], [3.2320, 0.1177, -0.1941], [3.3401, 0.6970, -1.8693], [2.9542, 1.8369, -0.5405], [1.0205, 1.3099, -3.0702], [0.6335, 2.4507, -1.7414], [-0.4517, 1.0919, -2.1014], [-3.6652, 6.9475, 2.8649], [-4.7783, 6.4912, 1.9593], [-4.7640, 5.3850, 1.4456], [-5.9095, 7.4533, 1.7126], [-2.9198, 6.1528, 2.9516], [-3.1843, 7.8339, 2.4453], [-4.0609, 7.1660, 3.8592], [-5.5283, 8.3622, 1.2417], [-6.4049, 7.6942, 2.6557], [-6.6383, 6.9909, 1.0423], [2.7733, -1.2940, -6.2012], [2.6134, 0.1105, -5.6851], [1.9166, 0.3533, -4.7113], [3.3447, 1.2048, -6.4147], [2.1899, -1.9770, -5.5778], [2.4066, -1.3567, -7.2268], [3.8235, -1.5892, -6.1558], [3.0032, 1.2530, -7.4505], [4.4205, 1.0206, -6.3788], [3.1369, 2.1634, -5.9320], [-0.6055, 0.6493, 7.7806], [-2.0295, 0.1603, 7.7803], [-2.6939, 0.1455, 6.7575], [-2.6015, -0.3094, 9.0912], [-0.3276, 0.9557, 6.7689], [-0.5082, 1.5100, 8.4460], [0.0631, -0.1535, 8.0993], [-2.5930, 0.5086, 9.8149], [-2.0217, -1.1549, 9.4680], [-3.6345, -0.6327, 8.9404], [4.9460, -2.4571, -10.3031], [4.7859, -1.0523, -9.7864], [4.0899, -0.8103, -8.8134], [5.5173, 0.0423, -10.5163], [4.3632, -3.1406, -9.6805], [4.5787, -2.5195, -11.3298], [5.9966, -2.7522, -10.2579], [5.1754, 0.0909, -11.5525], [6.5933, -0.1418, -10.4805], [5.3098, 1.0008, -10.0338]],
  "forces_ev_per_angstrom": [[0.64, 0.34, 0.04], [-0.26, -0.40, 0.35], [-1.20, -1.98, -0.97], [2.20, 1.99, 2.04], [1.70, -0.83, 2.08], [3.31, 4.80, 2.77], [0.84, 0.94, 0.46], [-5.08, 1.04, 1.88], [1.00, 3.89, 3.66], [2.60, -3.74, -7.48], [-4.13, -3.66, -3.92], [1.05, -0.17, 1.81], [1.12, 0.46, 1.35], [-0.70, -2.10, 0.68], [0.77, -0.14, -1.62], [-0.68, -0.77, -1.83], [-1.63, -0.58, 1.36], [0.41, 0.94, 0.23], [0.56, 0.59, -1.95], [-2.09, 0.66, -0.13], [-0.74, -1.75, -0.55], [0.43, -0.27, -0.22], [0.38, -0.31, -0.25], [-0.44, 0.51, 0.29], [0.41, -0.47, 0.00], [-0.07, 0.01, 0.13], [-0.01, 0.26, 0.13], [-0.32, -0.06, -0.04], [-0.02, 0.24, 0.04], [-0.23, 0.01, -0.04], [-0.18, 0.27, -0.20], [0.07, -0.35, 0.30], [-0.44, -0.29, 0.12], [0.68, 0.63, -0.60], [-0.34, -0.19, 0.12], [-0.07, 0.10, -0.09], [-0.05, 0.22, 0.00], [0.06, 0.02, -0.21], [0.06, 0.18, 0.16], [0.13, 0.00, -0.11], [0.15, 0.04, 0.05], [0.22, -0.35, -0.02], [-0.06, -0.76, -0.41], [0.01, 0.74, 0.34], [-0.21, -0.26, -0.25], [-0.11, 0.12, -0.03], [-0.11, 0.08, 0.18], [0.04, 0.21, -0.08], [-0.05, 0.07, 0.21], [0.11, 0.19, -0.04], [0.14, 0.05, 0.11], [-0.44, -0.22, 0.44], [-0.34, 0.07, 0.47], [0.43, -0.18, -0.54], [-0.22, 0.41, 0.31], [0.07, 0.16, 0.00], [0.33, 0.00, 0.03], [-0.05, 0.05, -0.31], [0.27, -0.15, 0.00], [-0.07, -0.08, -0.27], [0.01, -0.16, -0.02], [0.02, 0.10, -0.44], [-0.50, -0.03, -0.66], [0.49, -0.13, 0.85], [-0.39, -0.09, -0.17], [-0.07, -0.05, 0.14], [0.11, -0.17, 0.12], [0.01, 0.14, 0.19], [0.16, -0.14, 0.08], [0.07, 0.17, 0.15], [0.17, 0.06, 0.00], [-0.27, -0.17, 0.31], [-0.43, 0.18, 0.59], [0.49, -0.14, -0.73], [-0.15, 0.31, 0.27], [0.08, 0.12, -0.09], [0.23, -0.01, -0.03], [-0.03, 0.03, -0.23], [0.21, -0.09, -0.02], [-0.05, -0.05, -0.22], [0.02, -0.16, -0.07]],
  "mulliken_charge": [-0.761, -0.186, 0.971, -0.239, -0.075, -0.040, 0.015, -0.433, 0.716, -0.367, 0.100, -0.639, 0.235, 0.209, 0.247, -0.119, 0.290, 0.280, 0.258, 0.315, 0.263, -0.656, 0.788, -0.534, -1.038, 0.218, 0.328, -0.023, 0.359, 0.309, 0.306, -1.118, 0.737, -0.425, -0.868, 0.272, 0.291, 0.347, 0.189, 0.358, 0.255, -1.021, 0.821, -0.510, -1.123, 0.230, 0.329, 0.319, 0.323, 0.325, 0.300, -0.947, 0.640, -0.554, -0.943, 0.340, 0.245, 0.299, 0.250, 0.301, 0.326, -1.021, 0.772, -0.539, -1.118, 0.245, 0.323, 0.321, 0.337, 0.325, 0.291, -1.083, 0.704, -0.430, -1.073, 0.273, 0.329, 0.333, 0.333, 0.334, 0.258]
}

| no. | lowest unoccupied orbital energy (eV) | Kohn-Sham gap (Eh) |
| --- | --- | --- |
| 1 | 0.7 | 0.293 |
| 2 | -3.6 | 0.261 |